# C27H27BrO2

A cluster of 2 separate species, C27H27BrO2 in total at a distorted geometry (ωB97M-V/def2-TZVPD, OMol25).

Each line ends with the Löwdin charge.
Atoms and positions in Å:
1 C 3.271 -3.164 -1.089  -0.06
2 C 2.126 -2.980 -0.141  -0.24
3 O 1.036 -2.454 -0.919  0.00
4 C -0.084 -2.322 -0.154  -0.49
5 C -1.146 -1.520 -0.792  -0.02
6 C -2.477 -2.043 -0.740  -0.20
7 C -2.937 -2.627 0.480  -0.02
8 C -4.237 -3.052 0.624  -0.13
9 C -5.128 -2.959 -0.454  -0.70
10 Br -6.861 -3.663 -0.261  0.73
11 C -4.732 -2.330 -1.654  -0.13
12 C -3.444 -1.846 -1.792  -0.02
13 O -0.134 -2.807 0.975  0.05
14 H 4.108 -3.543 -0.508  0.08
15 H 3.022 -3.911 -1.839  0.08
16 H 3.523 -2.209 -1.549  0.08
17 H 1.834 -3.919 0.344  0.13
18 H 2.347 -2.260 0.651  0.09
19 H -0.864 -1.058 -1.750  0.13
20 H -2.225 -2.724 1.309  0.11
21 H -4.579 -3.481 1.570  0.10
22 H -5.465 -2.229 -2.456  0.10
23 H -3.149 -1.293 -2.696  0.12
24 C 6.972 2.129 1.533  -0.06
25 C 5.567 1.624 1.403  -0.28
26 C 5.185 0.462 2.110  -0.04
27 C 3.891 -0.021 1.998  -0.03
28 C 2.911 0.641 1.215  -0.22
29 C 1.584 0.126 1.084  -0.04
30 C 0.621 0.658 0.252  -0.07
31 C -0.759 0.325 0.400  -0.06
32 C -1.813 1.206 -0.095  -0.23
33 C -3.098 1.228 0.495  -0.01
34 C -4.051 2.162 0.083  -0.04
35 C -3.749 3.078 -0.933  -0.29
36 C -4.713 4.173 -1.263  -0.06
37 C -2.541 2.948 -1.641  -0.03
38 C -1.579 2.020 -1.219  -0.03
39 C 3.289 1.870 0.589  -0.01
40 C 4.594 2.340 0.687  -0.04
41 H 7.094 3.067 0.992  0.07
42 H 7.215 2.279 2.596  0.09
43 H 7.710 1.422 1.135  0.08
44 H 5.926 -0.025 2.753  0.12
45 H 3.621 -0.955 2.506  0.12
46 H 1.323 -0.707 1.741  0.12
47 H 0.927 1.325 -0.585  0.11
48 H -1.030 -0.273 1.287  0.13
49 H -3.350 0.510 1.279  0.12
50 H -5.051 2.188 0.537  0.12
51 H -4.459 4.653 -2.213  0.07
52 H -5.751 3.799 -1.317  0.09
53 H -4.699 4.955 -0.497  0.08
54 H -2.372 3.565 -2.525  0.11
55 H -0.660 1.905 -1.783  0.10
56 H 2.567 2.426 0.014  0.10
57 H 4.874 3.294 0.224  0.11

Cartesian forces, eV/Å:
C 0.1 -0.1 0.3
C 0.1 -0.2 -0.1
O -0.8 0.2 0.9
C 0.3 -0.3 0.5
C 1.7 1.4 -0.4
C -2.4 0.3 0.7
C 0.6 0.4 -0.6
C -0.8 -0.4 -0.2
C 1.1 0.6 -0.2
Br -0.2 0.0 -0.1
C -0.7 -0.5 0.6
C 1.4 0.1 0.9
O 0.0 0.7 -1.1
H 0.3 0.1 -0.1
H 0.0 0.1 -0.2
H 0.1 -0.1 -0.1
H 0.0 0.2 -0.2
H 0.1 -0.2 -0.1
H 0.0 -0.5 0.4
H -0.5 0.0 -0.4
H 0.1 0.1 -0.4
H 0.3 0.0 0.2
H -0.1 -0.4 0.4
C 0.3 0.0 0.2
C -0.5 -0.3 0.5
C 0.1 0.7 -0.6
C -0.5 -0.1 -0.2
C 1.9 1.1 -0.4
C -1.9 0.5 -0.8
C 1.9 -0.5 0.3
C -1.6 -2.7 -0.4
C -0.5 0.3 -0.4
C 0.1 0.2 -0.2
C 0.3 -0.1 -0.1
C 0.3 -0.3 -0.1
C -0.5 0.1 -0.2
C 0.0 -0.5 0.6
C -0.7 0.3 0.1
C 0.5 -1.1 0.6
C 0.1 -0.3 0.1
H 0.1 0.1 0.1
H 0.0 0.1 -0.3
H -0.2 0.0 0.0
H -0.3 0.0 -0.3
H 0.0 0.4 -0.1
H -0.2 0.4 0.1
H -0.3 -0.3 1.0
H 0.3 0.6 -0.3
H 0.2 0.2 -0.2
H 0.5 0.0 -0.1
H -0.1 -0.1 0.1
H 0.4 0.1 0.0
H 0.0 -0.1 0.0
H 0.1 -0.1 0.3
H -0.1 0.1 0.1
H -0.1 0.1 0.1
H -0.1 -0.4 0.1

Properties
- LUMO level (eV) = -0.92
- Kohn-Sham gap (eV) = 6.21
- energy relative to the best compared isomer or geometry (same formula, charge and spin) (kJ/mol) = 16.0